C35H39FN6O3Ti | wB97M-V/def2-TZVPD

Summary:
* charge: +1
* orbital gap (alpha / beta): 0.261 / 0.227 Ha
* ⟨S²⟩: 0.76
* multiplicity: 2
* F_max: 1.22 eV/Å

Each line ends with the Mulliken charge.
Geometry (Å):
Ti  -0.85743  0.77751  -0.90612  -0.97
C  3.73064  -0.04197  1.47415  -1.45
C  3.03714  -1.33889  1.88852  -1.14
C  1.96731  -2.05468  1.03513  2.43
C  1.79555  -3.42188  1.66307  -1.52
C  0.88478  -4.35325  1.38345  -1.29
C  -0.14328  -4.30099  0.34818  -0.49
C  -0.37415  -3.33041  -0.54154  0.15
C  -1.48484  -3.56311  -1.55196  -1.18
C  -1.04736  -4.45751  -2.71702  -1.23
C  0.41075  -2.02110  -0.54243  1.22
N  -0.11935  -1.06684  -1.50929  0.99
C  0.14156  -1.20048  -2.76019  1.00
C  -0.01889  -0.05211  -3.57191  -1.57
C  0.14492  0.19562  -4.92146  -0.91
C  0.01339  1.58598  -5.07569  -0.94
C  -0.22466  2.10514  -3.81317  -0.66
N  -0.24132  1.12386  -2.87643  0.99
H  4.41230  0.23445  2.28117  0.49
H  3.05419  0.79880  1.32125  0.15
H  4.32616  -0.16496  0.57096  0.41
H  2.57041  -1.19294  2.86925  0.39
H  3.82695  -2.07394  2.06696  0.78
H  2.49002  -3.64609  2.46573  0.44
H  0.91543  -5.26462  1.97014  0.44
H  -0.78890  -5.17223  0.29230  0.54
H  -1.87327  -2.62205  -1.93405  -0.05
H  -2.31794  -4.03530  -1.03027  0.70
H  -0.20513  -4.02610  -3.26527  0.27
H  -1.86482  -4.60590  -3.42396  0.45
H  -0.72729  -5.43582  -2.35640  0.34
H  0.55546  -2.12186  -3.16320  0.38
H  0.33707  -0.53908  -5.68803  0.56
H  0.09540  2.15365  -5.98850  0.46
H  -0.36161  3.14374  -3.55296  0.46
O  4.05450  -3.33395  -1.00570  -0.63
C  2.64711  -3.31967  -1.19767  -1.05
C  2.01138  -2.10961  -0.54161  1.83
C  2.57706  -0.85169  -1.15567  -1.77
C  2.08786  0.37863  -1.05617  -0.87
N  1.02969  0.82509  -0.21875  0.48
C  0.57132  0.10342  0.83613  1.13
C  0.54619  -1.39438  0.86927  -1.89
C  0.47432  0.81360  2.15301  0.44
C  -0.01662  0.17229  3.28466  -0.47
C  0.10415  0.78329  4.52814  0.13
C  -0.40443  0.10218  5.76884  -0.74
O  -0.30675  -1.29967  5.58151  -0.50
C  0.70038  2.02899  4.58578  -0.62
C  1.11354  2.61997  3.39638  -0.89
N  1.00709  2.04094  2.20865  -0.24
H  4.23542  -3.54663  -0.08389  0.41
H  2.19466  -4.24328  -0.84200  0.36
H  2.48971  -3.26465  -2.27844  0.43
H  3.44889  -0.98549  -1.78515  0.50
H  2.51942  1.17749  -1.64464  0.46
H  -0.19518  -1.74934  1.57797  1.30
H  -0.45993  -0.81001  3.23603  0.58
H  -1.44603  0.40007  5.93324  0.29
H  0.17728  0.43858  6.63060  0.39
H  -0.61176  -1.74431  6.37842  0.31
H  0.85413  2.53610  5.53066  0.48
H  1.56913  3.60526  3.40809  0.43
C  -2.30361  3.19153  2.61775  -0.98
C  -1.73339  3.04265  1.24680  0.67
O  -1.59853  1.91264  0.75442  -0.62
N  -1.39527  4.13627  0.56346  -0.02
C  -0.97283  4.03597  -0.82963  -1.01
C  -2.12517  3.55550  -1.68248  0.74
C  -2.96256  4.44351  -2.33095  -0.82
C  -4.04127  3.95151  -3.04895  -0.46
C  -4.25690  2.58537  -3.08150  -0.82
C  -3.37665  1.75854  -2.41145  -0.42
N  -2.32863  2.23181  -1.73343  0.78
H  -1.57196  2.82225  3.33813  0.08
H  -3.19082  2.56445  2.68941  0.28
H  -2.55886  4.22267  2.85539  0.45
H  -1.52403  5.04061  0.98458  0.31
H  -0.10575  3.37246  -0.89298  -0.18
H  -0.64246  5.01861  -1.15602  0.75
H  -2.76426  5.50630  -2.28085  0.50
H  -4.70225  4.62699  -3.57580  0.44
H  -5.08665  2.15674  -3.62503  0.47
H  -3.49555  0.68358  -2.40999  0.42
F  -2.29428  -0.24777  -0.52895  -0.47